This record from the Open Molecules 2025 dataset describes 2 unconnected molecules or ions with the total composition C10H20N3. The level of theory is ωB97M-V/def2-TZVPD.

## Properties
- frontier orbital gap (spin up / spin down) (eV) = 6.90 / 6.59
- LUMO (spin up / spin down) (hartree) = -0.1101 / -0.1154
- relative energy (zero: lowest compared OMol25 entry of this formula, charge and spin) (kcal per mole) = 138.9
- total charge = +1
- energy (Ha) = -556.8644

Atoms and positions in Å:
C (0.660, -2.240, 3.489)
C (1.028, -3.024, 2.451)
C (-0.403, -1.333, 3.000)
C (0.280, -2.674, 1.355)
C (0.430, -1.392, -2.187)
C (-0.572, 0.696, -3.031)
C (-0.619, 2.693, -0.745)
C (0.996, 2.182, 1.013)
C (-1.220, -0.897, 0.627)
C (0.528, 0.530, -0.752)
N (-0.486, -1.606, 1.559)
N (0.258, 0.073, -1.998)
N (0.288, 1.698, -0.177)
H (1.020, -2.227, 4.579)
H (1.723, -3.867, 2.467)
H (-1.496, -1.426, 3.373)
H (0.314, -3.055, 0.421)
H (-0.448, -1.889, -2.454)
H (0.964, -1.402, -3.100)
H (1.008, -1.662, -1.339)
H (-1.674, 0.358, -2.845)
H (-0.611, 1.703, -2.962)
H (-0.270, 0.405, -3.942)
H (-0.819, 3.227, 0.115)
H (-0.218, 3.341, -1.405)
H (-1.451, 2.213, -0.988)
H (1.242, 1.330, 1.608)
H (1.695, 3.028, 0.710)
H (0.278, 2.605, 1.654)
H (-1.666, -0.133, 1.087)
H (-1.725, -1.350, -0.142)
H (1.318, 0.005, -0.078)
H (-0.226, -0.143, 3.230)